The following is a quantum chemistry calculation of C12H27Cl2LaN2OP2 as an isolated structure, from the OMol25 dataset.

Values from the calculation:
Net charge: +2
Energy above the lowest of the compared OMol25 structures with the same formula, charge and spin in eV: 0.000
HOMO-LUMO gap in eV: 8.593
LUMO energy in hartree: -0.2430

Geometry (Å):
C: 1.338 -0.213 -6.352
C: 0.948 0.129 -4.943
H: 2.428 -0.218 -6.428
H: 0.942 0.531 -7.057
H: 0.969 -1.211 -6.630
O: 1.673 0.329 -3.988
Cl: -0.821 0.225 -4.755
La: 0.122 -0.114 0.308
P: -0.063 2.676 -0.408
C: 1.090 3.782 0.474
C: 0.104 3.160 -2.151
H: -0.063 4.237 -2.365
H: -1.906 4.299 -0.116
H: -0.604 2.539 -2.733
H: -2.461 2.614 -0.466
H: 2.123 3.518 0.172
H: 1.119 2.861 -2.480
C: -1.727 3.231 0.083
H: 0.932 4.860 0.300
H: -1.864 3.024 1.158
H: 1.007 3.564 1.559
P: 0.196 -2.998 -0.027
C: 1.422 -3.855 1.013
C: -1.420 -3.695 0.440
H: -0.286 -3.180 -2.350
H: 0.349 -4.780 -1.749
H: 1.468 -3.368 -2.018
C: 0.455 -3.677 -1.693
H: -2.186 -3.241 -0.210
H: -1.453 -4.791 0.363
H: 1.356 -4.957 0.995
H: 1.305 -3.489 2.053
H: -1.653 -3.379 1.470
H: 2.431 -3.541 0.679
Cl: -1.902 -0.356 -1.129
C: -0.214 2.306 3.746
C: -0.375 0.854 3.837
N: -0.258 -0.049 2.829
C: -0.477 -1.309 3.430
C: -0.713 -1.144 4.748
N: -0.637 0.211 4.997
H: -0.528 2.827 4.670
H: 0.842 2.555 3.546
H: -0.819 2.700 2.916
H: -0.452 -2.236 2.878
H: -0.947 -1.885 5.481
H: -0.787 0.658 5.905